{"formula": "C18H22Br4HfI2N12O3P", "method": "ωB97M-V with the def2-TZVPD basis set", "symbols": ["Hf", "N", "C", "N", "N", "N", "N", "C", "N", "N", "N", "N", "H", "I", "C", "I", "H", "H", "Br", "C", "C", "Br", "C", "Br", "C", "O", "C", "O", "C", "Br", "C", "N", "C", "N", "C", "N", "C", "P", "C", "C", "H", "H", "H", "H", "H", "H", "H", "H", "H", "H", "H", "H", "H", "C", "O", "C", "C", "H", "H", "H", "H", "H", "H"], "xyz": [[-2.458, -0.877, 0.297], [-2.739, 2.789, 0.219], [-2.145, 2.273, 1.369], [-1.543, 3.014, 2.279], [-1.001, 2.101, 3.126], [-1.263, 0.908, 2.734], [-2.014, 0.975, 1.608], [-2.380, 2.208, -0.983], [-2.078, 2.879, -2.083], [-1.719, 1.919, -2.968], [-1.805, 0.753, -2.438], [-2.232, 0.892, -1.152], [-2.732, 3.797, 0.187], [-5.142, -0.125, 1.221], [-4.074, -1.682, -1.265], [-3.375, -2.603, -3.169], [-4.704, -0.885, -1.656], [-4.744, -2.455, -0.886], [0.562, -4.181, 5.814], [0.330, -3.302, 4.159], [1.418, -3.010, 3.357], [3.165, -3.513, 3.868], [1.214, -2.331, 2.147], [2.661, -1.958, 0.967], [-0.047, -1.915, 1.744], [-0.296, -1.195, 0.677], [-1.170, -2.327, 2.518], [-2.349, -2.016, 2.034], [-0.962, -2.960, 3.732], [-2.506, -3.373, 4.731], [3.634, 1.277, -0.962], [2.426, 1.306, -1.899], [2.254, 2.731, -2.437], [2.175, 3.675, -1.378], [3.348, 3.572, -0.518], [3.517, 2.246, 0.068], [2.428, 1.916, 1.016], [0.737, 1.895, 0.257], [1.180, 0.842, -1.192], [0.920, 3.527, -0.610], [4.503, 1.481, -1.591], [3.680, 0.268, -0.554], [2.608, 0.684, -2.686], [1.342, 2.726, -3.036], [3.129, 2.918, -3.064], [3.254, 4.300, 0.286], [4.239, 3.808, -1.107], [2.429, 2.652, 1.822], [2.633, 0.945, 1.468], [0.363, 0.842, -1.916], [1.340, -0.177, -0.837], [0.872, 4.314, 0.146], [0.070, 3.667, -1.282], [-1.198, -4.571, -0.419], [-1.720, -3.232, -0.441], [-1.296, -2.281, -1.238], [-0.100, -2.576, -2.081], [-1.351, -5.023, -1.399], [-1.778, -5.092, 0.338], [-0.144, -4.559, -0.143], [-0.087, -3.576, -2.514], [0.759, -2.470, -1.408], [-0.037, -1.836, -2.876]], "multiplicity": 1, "homo_ha": -0.18444, "e_above_lowest_kcal_mol": 13.7, "total_charge": -1, "lumo_energy_ev": 1.225}